C6H5N3 | the ωB97M-V functional and the def2-TZVPD basis

Geometry (Å):
1 C 0.14 -0.38 0.03
2 C -0.12 1.00 0.06
3 C -1.44 1.45 -0.01
4 C -2.47 0.46 -0.07
5 C -2.26 -0.85 -0.04
6 C -0.88 -1.28 0.01
7 H 0.54 1.59 0.27
8 H -1.46 2.43 0.13
9 H -3.55 0.75 -0.07
10 H -3.06 -1.59 0.00
11 H -0.45 -2.35 -0.10
12 N 3.31 0.58 -0.12
13 N 2.39 -0.17 0.00
14 N 1.47 -0.88 0.10

Computed properties:
Net charge: 0
Multiplicity: 1
HOMO level: -0.3264 Ha
LUMO level: 0.03340 hartree
Gap between HOMO and LUMO: 9.789 eV

***

C2H7OS2 | the ωB97M-V functional and the def2-TZVPD basis

Geometry (Å):
1 C 1.67 -1.50 1.19
2 O 2.64 -2.04 1.66
3 H 1.53 -0.29 1.26
4 H 3.08 -5.35 -2.96
5 H 1.18 -1.76 0.18
6 C -1.62 2.44 -0.80
7 S -0.32 1.19 -0.91
8 S -1.16 -0.20 0.37
9 H -2.19 2.39 0.22
10 H -2.49 2.07 -1.48
11 H -1.14 3.43 -0.95
12 H 2.38 -5.66 -3.11

Computed properties:
Net charge: -2
Multiplicity: 2
HOMO level (alpha / beta): 0.1328 / 0.0187 Ha
LUMO level (alpha / beta): 0.21242 / 0.21352 hartree
Gap between HOMO and LUMO (alpha / beta): 2.166 / 5.301 eV
Expectation value of S²: 0.75

***

Computed energy relative to the best compared isomer or geometry (same formula, charge and spin) (kJ/mol) in order:
355.5 94.9